Here is one molecule with the formula C3H3N3 at a distorted geometry from OMol25. Energies are from ωB97M-V/def2-TZVPD.

```
! RIJCOSX wB97M-V def2-TZVPD def2/J DEFGRID3
* xyz 0 1
H 1.30 -0.08 2.16
N 0.52 0.17 1.49
C 0.75 0.05 0.27
C -0.53 0.17 -0.45
C -0.46 -0.64 -1.58
N -0.14 -1.38 -2.39
N -1.58 0.71 0.02
H -1.43 1.23 0.81
H 1.58 -0.23 -0.31
*
```

Output
- frontier orbital gap (eV) = 10.15
- E_tot (eV) = -7627.55330
- SMILES = [H]/N=C/C(C#N)=N\[H]
- HOMO energy (eV) = -10.95



Here is a 2-piece molecular cluster, CF2O2 overall at a distorted geometry from OMol25. Energies are from ωB97M-V/def2-TZVPD.

```
! RIJCOSX wB97M-V def2-TZVPD def2/J DEFGRID3
* xyz 0 1
C 0.75 0.40 -0.31
O -1.58 -0.34 0.14
O 1.41 -0.02 -1.13
F 0.78 1.43 0.46
F -1.36 -1.47 0.84
*
```

Output
- frontier orbital gap (spin up / spin down) (eV) = 10.36 / 8.10
- E_tot (eV) = -10559.69671
- HOMO energy (spin up / spin down) (eV) = -11.63 / -10.06



Here is C4H7NO2S as an isolated structure at a distorted geometry from OMol25. Energies are from ωB97M-V/def2-TZVPD.

```
! RIJCOSX wB97M-V def2-TZVPD def2/J DEFGRID3
* xyz 0 1
C -0.86 0.67 0.51
C 0.34 0.39 1.32
C 1.27 -0.57 1.15
C -1.15 0.26 -0.72
N -0.40 -0.42 -1.68
O 1.29 1.71 -1.50
O -0.70 3.14 -1.27
S 0.38 2.42 -0.61
H -1.62 1.31 1.08
H 0.34 1.26 1.94
H 2.04 -0.74 1.91
H 1.12 -1.34 0.34
H -2.13 0.64 -1.08
H -0.72 -0.37 -2.70
H 0.60 -0.53 -1.69
*
```

Output
- frontier orbital gap (eV) = 8.64
- E_tot (eV) = -20679.51444
- HOMO energy (eV) = -8.70



Here is a 2-piece molecular cluster, C3H12N4 overall at a distorted geometry from OMol25. Energies are from ωB97M-V/def2-TZVPD.

```
! RIJCOSX wB97M-V def2-TZVPD def2/J DEFGRID3
* xyz 2 1
C 0.10 -0.74 0.76
C 0.86 -2.00 0.61
C 0.10 1.95 -0.20
N -1.11 -0.73 0.25
N 0.81 0.75 -0.36
N -1.92 0.43 0.43
N 1.29 0.41 -1.49
H 0.37 -0.17 1.63
H 0.62 -2.54 -0.31
H 0.48 -2.47 1.55
H 1.99 -1.93 0.63
H -1.04 2.01 0.04
H 0.54 2.37 0.71
H 0.20 2.60 -1.15
H -1.59 -1.51 -0.29
H -2.68 0.45 -0.24
H -2.22 0.43 1.39
H 1.02 0.85 -2.29
H 2.17 -0.17 -1.66
*
```

Output
- frontier orbital gap (spin up / spin down) (eV) = 8.02 / 8.02
- E_tot (eV) = -9243.59040
- HOMO energy (spin up / spin down) (eV) = -18.96 / -18.96



Here is C8H15F3NbO4 as an isolated structure at a distorted geometry from OMol25. Energies are from ωB97M-V/def2-TZVPD.

```
! RIJCOSX wB97M-V def2-TZVPD def2/J DEFGRID3
* xyz -1 1
C -2.93 -1.78 1.53
C -2.59 -0.39 0.78
O -2.83 -0.27 -0.43
O -2.06 0.62 1.61
C -1.31 1.63 0.86
Nb 0.69 0.86 -0.02
C 2.71 0.32 -0.92
C 0.52 2.61 -1.53
C 0.20 1.93 -2.93
O -0.95 1.83 -3.43
C 0.83 -0.78 1.56
O 0.27 -2.09 1.21
C 1.01 -2.79 0.27
F 0.77 -4.17 0.53
F 0.57 -2.61 -1.07
F 2.39 -2.63 0.33
H -2.41 -1.77 2.54
H -2.58 -2.62 0.86
H -4.05 -1.76 1.72
H -1.04 2.45 1.63
H -1.91 2.14 0.03
H 1.55 2.03 1.11
H -0.25 -0.16 -1.19
H 3.34 -0.13 -0.08
H 2.54 -0.46 -1.74
H 3.21 1.25 -1.37
H -0.37 3.27 -1.25
H 1.49 3.19 -1.53
H 1.10 1.49 -3.49
H 0.21 -0.40 2.46
H 1.91 -0.81 1.94
*
```

Output
- frontier orbital gap (eV) = 6.89
- E_tot (eV) = -26425.69432
- HOMO energy (eV) = -4.93



Here is C15H11N3O6S3Zn as an isolated structure from OMol25. Energies are from ωB97M-V/def2-TZVPD.

```
! RIJCOSX wB97M-V def2-TZVPD def2/J DEFGRID3
* xyz -2 1
Zn -0.68 -0.52 0.53
O 0.93 0.95 0.07
N 1.89 1.02 0.94
C 3.11 1.40 0.50
C 4.18 1.53 1.35
C 3.98 1.26 2.71
C 2.74 0.86 3.14
C 1.65 0.73 2.26
S 0.10 0.22 2.76
H 3.14 1.58 -0.56
H 5.13 1.84 0.96
H 4.80 1.35 3.41
H 2.56 0.63 4.18
O 0.28 3.61 -3.73
S -1.01 3.47 -3.09
O -2.12 4.10 -3.78
N -1.33 1.95 -2.69
C -1.40 1.77 -1.38
O -1.72 0.70 -0.82
C -1.17 3.04 -0.59
C -1.20 3.23 0.78
C -0.95 4.50 1.27
C -0.69 5.57 0.41
C -0.67 5.38 -0.97
C -0.92 4.10 -1.43
H -1.38 2.39 1.44
H -0.96 4.67 2.34
H -0.49 6.55 0.82
H -0.47 6.19 -1.65
S 0.87 -2.02 -0.53
C 0.40 -3.59 -0.17
N 0.13 -4.70 0.03
C -3.02 -2.34 -0.77
C -3.24 -2.00 0.69
O -4.27 -2.36 1.25
O -2.29 -1.37 1.28
H -3.93 -2.75 -1.20
H -2.22 -3.09 -0.84
H -2.70 -1.46 -1.33
*
```

Output
- frontier orbital gap (eV) = 7.15
- E_tot (eV) = -113416.50598
- HOMO energy (eV) = -2.73